(1)
{
  "formula": "C23H38N2O7OsSSi",
  "method": "ωB97M-V/def2-TZVPD",
  "symbols": ["C", "Os", "H", "Si", "C", "H", "H", "H", "H", "H", "H", "H", "O", "C", "C", "C", "H", "N", "C", "C", "O", "H", "C", "C", "O", "H", "H", "O", "H", "S", "H", "H", "H", "C", "H", "H", "H", "C", "H", "C", "C", "H", "O", "C", "H", "H", "H", "H", "C", "C", "O", "H", "H", "C", "H", "H", "H", "C", "C", "H", "C", "C", "H", "H", "C", "H", "C", "H", "H", "H", "H", "O", "N"],
  "coordinates": [[4.427, 0.677, 3.098], [0.008, -0.742, -0.106], [0.122, -3.939, -3.038], [0.209, -2.552, 2.118], [-1.477, -2.184, 1.350], [-1.932, 2.509, -2.065], [-4.061, 1.413, -1.710], [-2.050, -3.108, 1.473], [2.687, -2.214, 3.214], [0.475, -4.991, 2.168], [-1.657, 3.440, -3.519], [-3.945, 3.003, -3.616], [1.169, 0.443, -1.187], [2.761, -2.881, -1.565], [-2.092, 3.090, 0.632], [2.150, 0.085, -2.027], [-2.007, 4.868, 1.858], [1.136, -1.202, 1.338], [-4.095, 1.070, -2.748], [-3.349, 2.090, -3.625], [0.367, -2.349, -1.412], [1.986, -4.207, 1.716], [3.709, 1.339, 2.107], [-2.312, 3.825, 1.957], [-1.638, -0.412, -1.424], [-4.067, -0.993, -2.022], [-1.354, 3.713, 3.915], [-0.764, 0.836, 0.922], [0.421, 3.912, 2.195], [-0.429, 2.344, 0.668], [-2.168, 3.725, -0.248], [-0.477, 1.681, -4.604], [-1.862, 2.154, 3.267], [-3.584, -0.393, -2.789], [5.281, 1.155, 3.558], [4.080, -0.807, -2.239], [3.334, -2.877, -2.499], [-0.091, 2.956, 2.333], [-5.147, 1.051, -3.032], [0.067, -2.331, 3.950], [4.052, -0.604, 3.491], [-0.885, -2.754, 4.280], [1.070, -3.874, -2.836], [2.622, 0.732, 1.509], [4.010, 2.331, 1.794], [2.999, -3.819, -1.052], [0.596, 2.251, 2.798], [3.837, 0.056, -0.709], [-2.111, -0.295, -2.571], [2.220, -0.554, 1.911], [2.133, 0.388, -3.191], [-1.999, -1.387, 1.879], [0.686, -4.395, 0.525], [1.301, -2.976, -1.920], [2.095, 1.228, 0.708], [0.859, -2.840, 4.499], [4.619, -1.126, 4.250], [-1.447, 3.128, 3.001], [0.903, -4.181, 1.573], [-3.341, 1.765, -4.671], [-1.924, 2.446, -3.159], [-0.827, 1.470, -3.596], [-2.745, 2.224, 0.513], [-3.789, -0.829, -3.769], [3.372, -0.614, -1.431], [0.035, 1.502, -2.942], [2.958, -1.211, 2.912], [-1.612, -2.047, 0.253], [0.077, -1.276, 4.232], [-1.921, -0.024, -4.487], [-3.369, 3.818, 2.217], [3.070, -1.814, -0.728], [-1.378, 0.086, -3.641]],
  "lowdin_charge": [-0.03, 1.51, 0.17, 0.47, -0.18, 0.08, 0.11, 0.08, 0.10, 0.06, 0.12, 0.12, -0.26, -0.09, -0.28, -0.54, 0.13, -0.17, -0.15, -0.17, -0.05, 0.05, -0.05, -0.20, -0.11, 0.13, 0.13, -0.64, 0.12, 1.07, 0.09, 0.14, 0.12, -0.07, 0.12, 0.14, 0.16, -0.29, 0.12, -0.14, -0.03, 0.06, 0.22, -0.05, 0.12, 0.16, 0.09, 0.13, -0.42, -0.30, 0.14, 0.05, 0.03, -0.41, 0.07, 0.05, 0.12, -0.21, -0.13, 0.12, -0.16, -0.13, 0.10, 0.14, -0.07, 0.08, -0.01, 0.02, 0.05, 0.13, 0.13, -0.11, 0.11],
  "energy_ev": -62947.5424,
  "de_lowest_kcal_mol": 1.7,
  "total_charge": 2,
  "lumo_ev": [-7.5076, -7.4949]
}

=====

(2)
{
  "formula": "C23H38N3O4P",
  "method": "ωB97M-V/def2-TZVPD",
  "symbols": ["H", "H", "H", "O", "H", "H", "H", "H", "C", "H", "C", "N", "C", "C", "H", "H", "H", "O", "N", "H", "C", "H", "H", "H", "H", "H", "H", "H", "H", "H", "C", "H", "H", "C", "H", "H", "H", "P", "C", "C", "H", "H", "C", "H", "C", "H", "C", "O", "O", "H", "H", "C", "H", "C", "C", "H", "C", "H", "C", "N", "C", "C", "H", "C", "C", "H", "H", "C", "C"],
  "coordinates": [[0.281, -1.510, -0.318], [3.076, -0.922, 6.798], [-4.352, -2.725, -2.844], [2.118, -0.845, -3.386], [-0.517, 0.600, 1.299], [4.141, 0.698, -0.409], [0.737, 4.154, -0.185], [-0.937, 2.135, -0.457], [-5.266, -0.830, -2.325], [5.691, -2.040, 3.730], [0.203, -1.244, 2.141], [-2.984, -1.152, -3.162], [-2.229, -1.527, -1.968], [0.500, -0.440, -0.276], [-2.091, -0.511, -0.067], [-6.307, -1.068, -2.493], [-1.067, 4.963, 1.661], [-2.387, -0.530, -5.296], [-1.553, 6.436, 0.195], [-1.321, -2.066, -2.208], [-2.294, -1.363, -4.401], [-1.269, -2.251, 0.879], [0.443, 5.834, -2.301], [-1.389, -3.237, -3.751], [-0.921, -3.080, 2.359], [1.239, 0.480, 1.505], [1.665, -2.519, 3.080], [0.145, -0.854, 3.152], [-0.508, -2.335, -4.948], [-2.833, -2.201, -1.359], [4.647, -2.331, 6.837], [3.608, -0.446, 4.401], [-5.001, -0.941, -1.278], [-0.457, 0.178, -1.293], [4.548, -2.643, 7.862], [-1.959, -3.220, -5.422], [-4.722, -1.639, -4.205], [2.858, 1.179, -0.725], [0.347, -0.049, 1.200], [1.453, -2.145, 2.087], [2.489, -1.176, -0.799], [2.309, -1.534, 1.810], [1.418, -0.501, -2.442], [-1.024, 1.991, -2.208], [-1.898, -0.294, -1.108], [-1.928, -1.648, 2.380], [-1.046, -2.092, 1.929], [2.320, 2.161, 0.243], [0.097, -0.232, -2.562], [0.545, 2.094, -1.469], [3.007, 1.738, -2.010], [-1.504, -2.630, -4.640], [6.298, -3.458, 5.965], [-4.348, -1.690, -3.189], [1.843, -0.320, -0.985], [-1.521, 7.565, -1.614], [5.201, -1.980, 4.687], [-5.057, 0.200, -2.586], [-0.111, 5.854, -1.378], [3.816, -1.384, 6.305], [-0.860, 5.359, 0.682], [4.147, -1.163, 4.996], [1.340, -2.966, 1.391], [5.518, -2.722, 5.857], [0.042, 4.973, -0.272], [-2.280, 6.923, 0.682], [-2.591, 0.485, -1.389], [-0.457, 1.710, -1.327], [-1.102, 6.743, -1.059]],
  "nbo_charge": [0.22, 0.41, 0.17, -0.57, 0.21, -0.07, 0.24, 0.23, -0.61, 0.22, -0.21, -0.52, -0.23, -0.23, 0.22, 0.21, 0.21, -0.54, -0.51, 0.21, 0.73, 0.19, 0.22, 0.21, 0.21, 0.24, 0.22, 0.20, 0.26, 0.19, -0.08, 0.21, 0.20, 0.30, 0.21, 0.25, 0.21, 1.54, -0.41, -0.61, 0.28, 0.20, 0.81, 0.23, -0.44, 0.21, -0.61, -1.09, -0.51, 0.21, -0.07, -0.74, 0.22, -0.20, -0.71, 0.21, -0.31, 0.22, -0.30, -0.51, -0.08, -0.08, 0.20, -0.30, -0.31, 0.41, 0.23, -0.63, -0.08],
  "energy_ev": -46416.2369,
  "de_lowest_kcal_mol": 0.0,
  "total_charge": 0,
  "smiles": "CCN(CC[C@]1(C)OC(=O)[C@@H]([PH2]=O)[C@H]1CC(C)C)C(C)=O.c1cc[nH]c1.c1cc[nH]c1",
  "lumo_ev": 0.4912
}

=====

(3)
{
  "formula": "C23H38N3OSi",
  "method": "ωB97M-V/def2-TZVPD",
  "symbols": ["H", "H", "H", "H", "H", "H", "C", "H", "O", "H", "C", "H", "C", "C", "H", "C", "H", "H", "C", "C", "H", "C", "H", "H", "C", "N", "H", "H", "C", "C", "C", "H", "C", "H", "H", "H", "H", "N", "H", "H", "C", "H", "H", "H", "C", "Si", "H", "C", "H", "H", "H", "H", "H", "N", "H", "H", "C", "C", "H", "H", "C", "C", "C", "C", "C", "H"],
  "coordinates": [[-1.554, -2.320, -3.393], [6.133, -2.010, 0.499], [-3.467, 2.085, -4.910], [0.059, -1.646, -3.113], [0.646, 0.600, -3.968], [3.601, -1.706, 0.830], [-0.204, 0.613, -4.660], [8.335, -1.170, 1.106], [-1.185, 0.184, -1.871], [2.163, -0.855, 5.194], [-0.065, -0.365, 1.954], [1.805, -0.321, 0.749], [-1.237, 2.654, -3.624], [-3.658, 1.952, -3.846], [-2.653, -2.848, 2.537], [2.268, -0.599, 2.969], [0.246, 2.651, -5.181], [-4.320, 1.093, -3.716], [4.775, -0.217, 3.816], [6.209, -0.429, 3.562], [-2.733, 0.386, -5.713], [3.793, -0.699, 2.840], [-2.963, 0.238, 0.985], [-2.510, -2.828, 4.335], [4.324, -1.349, 1.608], [-0.705, -0.495, 3.173], [7.015, -0.094, 4.255], [-3.804, 1.346, 2.186], [1.547, -0.716, 4.275], [-1.341, -0.264, -4.110], [-3.034, -2.342, 3.465], [-3.507, 1.824, -1.156], [-3.112, 0.282, 5.030], [-2.345, 0.884, 5.585], [-3.246, -1.060, -4.839], [-0.411, -2.138, -4.723], [-4.005, 0.924, 4.767], [-2.004, 0.345, -2.915], [-1.330, 2.127, -5.722], [-0.428, -0.763, 5.281], [8.112, -1.326, 2.191], [-4.150, -2.370, 3.539], [-3.079, 3.427, -1.757], [8.389, -2.365, 2.530], [-2.379, -0.518, -5.225], [-2.511, -0.493, 3.401], [-1.946, -1.127, -6.022], [-0.626, 2.060, -4.888], [-0.665, -0.236, 1.013], [-4.227, 2.832, -3.540], [4.434, 0.280, 4.763], [-4.444, -0.296, 1.863], [-0.434, 2.787, -2.889], [6.646, -1.077, 2.415], [-1.859, 2.455, -0.975], [8.686, -0.536, 2.750], [-0.781, -1.669, -3.809], [-2.718, 2.403, -1.647], [-3.523, -0.534, 5.697], [0.167, 0.196, -5.601], [1.397, -0.413, 1.780], [-2.361, 1.797, -3.012], [-3.481, 0.284, 1.983], [0.102, -0.652, 4.305], [5.768, -1.517, 1.438], [-1.614, 3.656, -3.846]],
  "mulliken_spin": [0.00, 0.00, 0.00, 0.00, 0.00, 0.00, 0.02, 0.00, 0.55, 0.00, -0.01, 0.00, 0.02, 0.01, 0.00, 0.00, 0.00, -0.01, 0.00, 0.00, 0.00, 0.00, 0.00, 0.00, 0.00, 0.00, 0.00, 0.00, 0.00, 0.03, 0.00, 0.00, 0.00, 0.00, -0.01, 0.00, 0.00, 0.37, 0.00, 0.00, 0.00, 0.00, 0.00, 0.00, 0.01, 0.00, 0.00, -0.02, 0.01, 0.00, 0.00, 0.00, 0.00, 0.00, 0.00, 0.00, 0.00, -0.03, 0.00, 0.00, 0.00, 0.03, 0.00, 0.00, 0.00, 0.00],
  "energy_ev": -38845.8438,
  "spin_multiplicity": 2,
  "total_charge": 2,
  "lumo_ev": [-7.9651, -7.9651]
}

=====

(4)
{
  "formula": "C23H38O2ReSi2",
  "method": "ωB97M-V/def2-TZVPD",
  "symbols": ["H", "Si", "Si", "H", "H", "H", "C", "H", "H", "H", "H", "C", "C", "H", "C", "H", "C", "C", "C", "C", "H", "H", "H", "H", "O", "H", "H", "C", "H", "C", "H", "C", "H", "H", "Re", "H", "C", "H", "O", "H", "H", "C", "H", "H", "H", "H", "H", "H", "C", "C", "H", "C", "C", "H", "C", "H", "C", "H", "C", "C", "H", "C", "H", "H", "C", "H"],
  "coordinates": [[2.441, -0.483, -0.631], [2.840, -1.730, 1.478], [2.523, 1.476, 1.020], [0.182, -0.592, -2.118], [0.314, 1.526, 2.225], [4.462, 2.764, 1.580], [-1.342, -0.132, 3.574], [-1.213, -2.929, 5.471], [-1.508, -0.055, 1.454], [-2.684, -1.128, -1.034], [1.147, -3.574, -5.033], [1.333, 1.875, 2.399], [-1.028, -2.777, 0.868], [-1.151, -3.987, 3.242], [-1.089, 3.817, -1.701], [1.369, 2.376, -1.012], [0.072, -3.987, -1.839], [-1.214, -2.908, 3.328], [-1.298, -0.737, 2.325], [0.812, -3.311, -4.038], [2.618, -1.157, 3.878], [-1.137, 2.429, 0.354], [-3.062, 0.269, -0.448], [1.535, -3.578, 0.400], [-2.330, -0.345, -0.590], [-1.318, 4.155, -2.713], [3.061, -3.256, -0.447], [-1.242, -2.310, 4.581], [4.988, 1.208, 0.937], [-1.206, -2.134, 2.172], [-1.352, -3.813, 0.771], [2.581, -3.301, 0.536], [0.957, -1.192, -4.384], [-2.178, 1.967, -1.892], [0.010, -0.194, 0.078], [-0.088, 4.167, -1.446], [1.944, -0.329, 0.350], [0.555, -5.351, -3.414], [-0.805, 1.821, -0.318], [3.120, 2.264, -1.223], [-0.140, -4.782, -1.132], [2.326, 2.514, -0.511], [2.430, 3.579, -0.269], [-1.361, -0.469, 5.684], [4.417, 1.329, 2.610], [5.017, -0.833, 2.341], [1.030, -1.283, 3.112], [1.669, 1.419, 3.335], [-1.308, -0.927, 4.705], [0.481, -4.310, -3.124], [1.286, 2.958, 2.558], [0.717, -1.975, -3.675], [0.291, -1.666, -2.392], [-1.814, 4.279, -1.027], [-0.382, -2.160, -0.132], [-0.480, 1.847, -2.349], [4.261, 1.686, 1.592], [5.110, -1.219, 0.615], [-0.024, -2.653, -1.460], [2.024, -1.716, 3.148], [5.078, -2.511, 1.811], [4.675, -1.521, 1.573], [-1.443, 0.942, 3.674], [3.069, -4.101, 1.106], [-1.177, 2.315, -1.656], [1.933, -2.742, 3.521]],
  "mulliken_spin": [0.04, 0.01, -0.03, -0.05, -0.01, 0.00, 0.03, 0.00, -0.03, 0.00, 0.00, 0.04, 0.02, 0.00, 0.00, 0.00, 0.00, 0.00, 0.06, 0.00, 0.00, 0.00, 0.00, 0.00, 0.01, 0.00, 0.00, 0.00, 0.00, 0.00, 0.00, 0.00, 0.00, 0.00, 0.81, 0.00, 0.03, 0.00, 0.02, 0.00, 0.00, 0.00, 0.00, 0.00, 0.00, 0.00, 0.00, 0.00, 0.00, 0.00, 0.00, 0.02, 0.09, 0.00, 0.07, -0.01, 0.00, 0.00, -0.12, 0.01, 0.00, 0.00, 0.00, 0.00, 0.00, 0.00],
  "energy_ev": -46430.9535,
  "de_lowest_kcal_mol": 16.5,
  "spin_multiplicity": 2,
  "total_charge": 2,
  "lumo_ev": [-7.9566, -7.6606]
}